(1)
Density functional theory data (ωB97M-V with the def2-TZVPD basis set) for 2 unconnected molecules or ions with the total composition C6H8NO in a non-equilibrium geometry.

Net charge: +1
Energy above the lowest of the compared OMol25 structures with the same formula, charge and spin, kcal per mole: 131.6
HOMO energy, eV: -14.14

Atoms and positions in Å:
C: 1.479 0.892 -2.598
C: -1.224 -1.990 2.785
C: 0.736 0.101 -1.929
C: -0.995 -0.881 3.238
C: 0.369 0.292 -0.432
C: -0.970 0.764 -0.183
N: 1.061 -0.219 0.441
O: 1.904 -0.640 1.116
H: 1.855 1.882 -2.200
H: 1.760 0.545 -3.631
H: -1.144 -2.917 2.291
H: 0.357 -0.755 -2.309
H: -1.156 0.001 3.771
H: -1.334 0.612 0.855
H: -1.672 0.420 -1.036
H: -1.027 1.891 -0.179

=====

(2)
Density functional theory data (ωB97M-V with the def2-TZVPD basis set) for C5H11NO in the gas phase.

Net charge: 0
Energy above the lowest of the compared OMol25 structures with the same formula, charge and spin, kcal per mole: 2.3
HOMO energy, eV: -9.56
SMILES: CCCNC(C)=O

Atoms and positions in Å:
C: -2.318 -0.309 -0.691
C: -1.468 0.791 -0.059
C: -0.604 0.300 1.108
N: 0.556 -0.454 0.655
C: 1.660 0.240 0.246
O: 1.763 1.442 0.439
C: 2.750 -0.504 -0.499
H: -2.884 0.068 -1.550
H: -1.700 -1.143 -1.045
H: -3.040 -0.709 0.032
H: -0.799 1.236 -0.805
H: -2.119 1.600 0.294
H: -0.216 1.155 1.665
H: -1.192 -0.319 1.795
H: 0.485 -1.448 0.509
H: 2.949 0.079 -1.403
H: 2.508 -1.532 -0.784
H: 3.669 -0.494 0.093

=====

(3)
Density functional theory data (ωB97M-V with the def2-TZVPD basis set) for a molecular structure, C28H29GeN7OPtS in a non-equilibrium geometry.

Net charge: +1
2S+1: 2
Energy above the lowest of the compared OMol25 structures with the same formula, charge and spin, kcal per mole: 16.0
<S²>: 0.757
HOMO energy (alpha / beta), eV: -10.27 / -10.28

Atoms and positions in Å:
Pt: 1.622 0.895 0.289
N: 3.961 4.476 0.463
C: 3.621 3.178 0.473
S: 2.633 2.583 1.790
N: 4.106 2.388 -0.439
N: 3.635 1.141 -0.387
C: 4.390 0.123 -0.513
C: 3.803 -1.192 -0.371
C: 4.555 -2.350 -0.554
C: 3.956 -3.582 -0.374
C: 2.610 -3.632 -0.043
C: 1.926 -2.442 0.132
N: 2.509 -1.257 0.000
H: 3.741 5.050 1.255
H: 4.647 4.802 -0.198
H: 5.458 0.237 -0.671
H: 5.599 -2.263 -0.820
H: 4.528 -4.491 -0.501
H: 2.094 -4.573 0.081
H: 0.877 -2.450 0.398
C: -2.954 5.293 0.010
N: -1.792 4.434 -0.078
C: -1.075 4.175 -1.312
C: -0.057 3.138 -0.845
O: 0.810 2.607 -1.520
N: -0.306 2.837 0.448
C: -1.317 3.602 0.860
N: -1.797 3.520 2.099
H: -2.901 6.034 -0.784
H: -2.968 5.825 0.962
H: -3.882 4.727 -0.099
H: -0.616 5.073 -1.725
H: -1.720 3.726 -2.073
H: -1.301 2.938 2.753
H: -2.524 4.126 2.433
C: -2.411 0.892 0.028
Ge: -0.646 0.035 0.306
C: -0.809 -0.864 2.078
C: 0.341 -1.238 2.774
C: 0.256 -1.937 3.969
C: -0.990 -2.243 4.499
C: -2.141 -1.825 3.847
C: -2.052 -1.127 2.651
C: -0.510 -1.109 -1.346
C: 0.311 -0.660 -2.353
C: 0.297 -1.260 -3.628
C: -0.543 -2.305 -3.885
C: -1.389 -2.814 -2.874
C: -2.291 -3.876 -3.124
C: -3.109 -4.353 -2.140
C: -3.046 -3.806 -0.844
C: -2.189 -2.777 -0.571
C: -1.359 -2.227 -1.578
H: -3.127 0.080 -0.105
H: -2.442 1.504 -0.874
H: -2.716 1.498 0.882
H: 1.311 -0.960 2.378
H: 1.159 -2.233 4.487
H: -1.065 -2.806 5.420
H: -3.113 -2.039 4.274
H: -2.962 -0.805 2.158
H: 0.960 0.194 -2.190
H: 0.934 -0.859 -4.406
H: -0.583 -2.750 -4.872
H: -2.337 -4.294 -4.123
H: -3.810 -5.151 -2.346
H: -3.679 -4.202 -0.060
H: -2.117 -2.378 0.433

=====

(4)
Density functional theory data (ωB97M-V with the def2-TZVPD basis set) for C5H8O in the gas phase.

Net charge: 0
Energy above the lowest of the compared OMol25 structures with the same formula, charge and spin, kcal per mole: 46.2
HOMO energy, eV: -9.61
SMILES: CC#CCCO

Atoms and positions in Å:
C: -0.578 1.613 2.056
C: -0.760 0.787 0.864
C: -0.802 0.068 -0.104
C: -0.591 -0.890 -1.193
C: 0.926 -1.073 -1.453
O: 1.708 -0.985 -0.290
H: 0.364 2.159 1.973
H: -1.373 2.344 2.208
H: -0.512 0.986 2.948
H: -1.051 -1.848 -0.934
H: -1.065 -0.551 -2.119
H: 1.115 -2.071 -1.864
H: 1.258 -0.330 -2.192
H: 1.483 -0.148 0.140

=====

(5)
Density functional theory data (ωB97M-V with the def2-TZVPD basis set) for C11H21N3O4 in the gas phase in a non-equilibrium geometry.

Net charge: 0
Energy above the lowest of the compared OMol25 structures with the same formula, charge and spin, kcal per mole: 72.5
HOMO energy, eV: -8.96
SMILES: CC(C)C[C@H](NC(=O)[C@@H](N)CCC(N)=O)C(=O)O

Atoms and positions in Å:
C: -2.473 -0.809 -0.665
C: -1.774 0.581 -0.380
C: -2.443 -1.792 0.503
C: -1.042 -2.112 1.101
C: 0.111 -2.293 0.082
C: 0.039 1.979 -0.904
C: 0.486 2.916 -2.175
C: 1.439 1.640 -0.356
C: 1.546 0.697 0.890
C: 3.030 0.597 1.160
C: 0.962 1.123 2.173
H: -1.560 -2.182 -2.124
H: -3.025 -1.715 -2.385
H: -3.591 -0.608 -0.699
H: -2.956 -1.325 1.474
H: -2.981 -2.775 0.339
H: -0.784 -1.360 1.902
H: -1.087 -3.048 1.677
H: 1.502 -3.937 -0.253
H: 0.318 -4.195 0.921
H: -0.313 0.122 -1.601
H: -0.478 2.639 -0.110
H: 2.095 2.607 -0.063
H: 2.028 1.169 -1.141
H: 1.129 -0.321 0.563
H: 3.322 1.595 1.680
H: 3.616 0.225 0.304
H: 3.273 -0.266 2.015
H: 1.391 0.600 3.046
H: -0.075 0.900 2.250
H: 1.053 2.151 2.305
H: 0.106 4.586 -2.990
N: -2.201 -1.365 -1.955
N: 0.786 -3.490 0.322
N: -0.828 0.970 -1.272
O: -2.197 1.336 0.465
O: 0.452 -1.553 -0.903
O: 1.228 2.627 -3.101
O: -0.107 4.087 -2.095

=====

(6)
Density functional theory data (ωB97M-V with the def2-TZVPD basis set) for C3H5BrOS in the gas phase in a non-equilibrium geometry.

Net charge: 0
Energy above the lowest of the compared OMol25 structures with the same formula, charge and spin, kcal per mole: 35.2
HOMO energy, eV: -9.61

Atoms and positions in Å:
C: -0.326 0.266 -0.447
C: 0.343 -0.624 0.283
C: -1.800 0.503 -0.145
O: 2.688 -1.556 0.927
S: 2.157 -0.912 -0.251
Br: 3.144 1.149 -0.232
H: 0.243 0.881 -1.192
H: -0.136 -1.249 1.131
H: -1.721 0.980 0.852
H: -2.354 1.151 -0.864
H: -2.240 -0.589 -0.062